Density functional theory data (ωB97M-V/def2-TZVPD) for a 10-piece molecular cluster, C8H37NO9 overall at a distorted geometry.

Net charge: 0
E_HOMO: -0.327 Ha
ΔE to the lowest compared entry with this formula, charge and spin: 23.0 kcal per mole
Spin multiplicity: 1
Electronic energy: -1058.75930 Ha
Maximum force: 1.4 eV/A
Gap between HOMO and LUMO: 8.9 eV

Atoms and positions in Å:
N 0.37 0.23 0.91
H 1.37 0.19 1.16
H -0.19 0.03 1.75
H 0.15 -0.43 0.12
H 0.15 1.22 0.72
O -0.14 -1.17 -1.28
H -0.63 -2.00 -1.31
C -0.38 0.66 4.46
O -0.88 -0.04 3.34
H 0.12 1.57 4.12
H -1.25 0.97 5.05
H 0.36 0.14 5.08
H -1.38 -0.80 3.64
C -0.99 3.55 1.66
O 0.19 3.08 1.04
H -1.81 2.84 1.64
H -0.76 3.74 2.72
H -1.32 4.45 1.14
H 0.82 3.81 1.01
C -0.94 1.59 -3.11
O -0.19 1.39 -1.93
H -1.07 0.66 -3.67
H -1.92 2.03 -2.93
H -0.41 2.25 -3.81
H -0.24 0.42 -1.73
C -3.42 0.53 -0.48
O -2.79 -0.58 0.15
H -3.37 0.39 -1.56
H -4.47 0.65 -0.22
H -2.92 1.47 -0.25
H -2.10 -0.85 -0.47
C 3.09 -0.57 -1.72
O 2.19 -1.18 -2.62
H 4.08 -0.40 -2.15
H 2.66 0.35 -1.32
H 3.25 -1.22 -0.84
H 1.31 -1.20 -2.17
C 0.04 -3.20 1.39
O 0.92 -3.19 0.27
H -0.04 -4.24 1.72
H 0.44 -2.54 2.17
H -0.95 -2.79 1.19
H 0.57 -2.55 -0.38
C 4.02 0.93 1.51
O 2.98 0.05 1.85
H 4.84 0.44 0.97
H 3.64 1.69 0.82
H 4.43 1.49 2.35
H 3.19 -0.55 2.58
C -1.82 -2.38 -4.06
O -2.22 -1.75 -2.88
H -0.82 -2.82 -3.98
H -2.48 -3.19 -4.39
H -1.83 -1.68 -4.91
H -1.42 -1.48 -2.37

Table of natural (NBO) atomic charges, one value per atom, all in e:
1 N -0.96
2 H 0.44
3 H 0.44
4 H 0.47
5 H 0.45
6 O -1.22
7 H 0.45
8 C -0.25
9 O -0.74
10 H 0.18
11 H 0.18
12 H 0.17
13 H 0.49
14 C -0.25
15 O -0.74
16 H 0.19
17 H 0.16
18 H 0.18
19 H 0.48
20 C -0.25
21 O -0.78
22 H 0.17
23 H 0.15
24 H 0.16
25 H 0.51
26 C -0.25
27 O -0.75
28 H 0.19
29 H 0.17
30 H 0.15
31 H 0.48
32 C -0.25
33 O -0.76
34 H 0.17
35 H 0.15
36 H 0.15
37 H 0.50
38 C -0.26
39 O -0.75
40 H 0.18
41 H 0.14
42 H 0.17
43 H 0.49
44 C -0.25
45 O -0.75
46 H 0.18
47 H 0.19
48 H 0.17
49 H 0.49
50 C -0.25
51 O -0.76
52 H 0.17
53 H 0.17
54 H 0.15
55 H 0.48